[1]
A 2-piece molecular cluster, C4H10N2O3 overall in a non-equilibrium geometry. Source: OMol25; level of theory: ωB97M-V with the def2-TZVPD basis set.

The HOMO-LUMO gap (alpha / beta) is 7.757 / 9.105 eV. As for the spin multiplicity: 1. As for the HOMO energy (alpha / beta): -8.210 / -8.851 eV. The total energy comes out at -13425.43198 eV. The net charge is 0. The largest force on an atom comes out at 4.0 eV/Å. The calculation puts the energy above the lowest of the compared OMol25 structures with the same formula, charge and spin at 194.27 kcal per mole. For the LUMO energy (alpha / beta), the calculation gives -0.5 / 0.3 eV.

Geometry (Å):
C 1.708 0.191 0.055
C 2.848 -0.781 0.390
C -0.657 2.501 -0.129
C -2.335 -1.749 -0.447
N 0.594 -0.455 0.352
N -1.460 0.372 -0.091
O 1.876 1.284 -0.491
O -1.489 1.548 0.578
O -2.167 -0.626 0.458
H 3.395 -0.863 -0.616
H 2.590 -1.792 0.902
H 3.478 -0.208 1.013
H 0.260 1.990 -0.060
H -0.791 3.298 0.565
H -1.059 2.718 -1.225
H -2.880 -2.318 0.278
H -1.380 -2.338 -0.571
H -2.962 -1.346 -1.200
H 0.429 -1.427 0.239

Cartesian forces, eV/Å:
C 0.458 -1.909 -1.131
C 0.700 -0.775 -1.573
C -2.460 -0.366 -1.362
C 1.105 0.279 2.384
N -3.128 2.477 0.161
N 1.795 0.000 -1.608
O 0.347 -0.907 1.067
O -1.889 -2.878 0.151
O 0.592 1.998 1.431
H -0.587 -0.427 1.532
H 0.329 1.918 -1.163
H 1.075 0.359 0.938
H 1.582 0.569 -0.726
H 0.393 1.123 -0.091
H 0.936 -0.497 2.425
H -0.839 -0.937 -0.265
H -0.958 1.139 -0.799
H 0.006 -0.517 -1.458
H 0.542 -0.648 0.089

Here are the natural (NBO) charges for atoms 1 to 4, given in e: 0.64 -0.70 -0.27 -0.26


[2]
A 2-piece molecular cluster, C4H10N2O3 overall in a non-equilibrium geometry. Source: OMol25; level of theory: ωB97M-V with the def2-TZVPD basis set.

The HOMO-LUMO gap is 10.054 eV. As for the spin multiplicity: 1. As for the HOMO energy: -9.624 eV. The total energy comes out at -13432.51427 eV. The net charge is 0. The largest force on an atom comes out at 3.5 eV/Å. The calculation puts the energy above the lowest of the compared OMol25 structures with the same formula, charge and spin at 30.95 kcal per mole. For the LUMO energy, the calculation gives 0.4 eV. As for the SMILES: CNC(=O)CNC=O.O.

Geometry (Å):
C 0.746 -3.211 0.119
N -0.063 -1.968 -0.034
C 0.217 -0.862 0.716
O 1.239 -0.647 1.348
C -0.814 0.214 0.622
N -0.513 1.502 1.242
C 0.184 2.458 0.551
O 0.352 2.345 -0.653
H 0.322 -3.985 -0.543
H 0.672 -3.562 1.162
H 1.811 -3.077 -0.133
H -0.967 -2.032 -0.508
H -1.266 0.352 -0.380
H -1.591 -0.212 1.285
H -0.860 1.715 2.181
H 0.427 3.355 1.171
O 0.345 2.714 -2.900
H 0.132 2.725 -1.939
H -0.373 2.178 -3.307

Cartesian forces, eV/Å:
C -0.516 0.170 0.066
N 0.404 -0.711 0.329
C 1.663 0.859 -0.923
O -0.445 -1.054 -0.086
C -2.355 0.554 0.983
N 0.756 0.237 -0.212
C -1.579 -0.489 0.314
O 0.766 -0.315 3.432
H 0.175 0.415 0.281
H 0.134 0.075 -0.412
H -0.581 0.257 0.072
H 0.716 0.077 0.401
H 0.460 -0.116 0.447
H -0.228 0.261 -0.485
H 0.580 -0.341 -0.636
H 0.100 -0.443 -0.521
O -1.271 -0.291 -1.834
H 0.354 0.189 -1.514
H 0.869 0.669 0.297

Here are the natural (NBO) charges for atoms 1 to 4, given in e: -0.41 -0.62 0.65 -0.60


[3]
C4H10N2O3 as an isolated structure in a non-equilibrium geometry. Source: OMol25; level of theory: ωB97M-V with the def2-TZVPD basis set.

The HOMO-LUMO gap is 9.553 eV. As for the spin multiplicity: 1. As for the HOMO energy: -9.140 eV. The total energy comes out at -13429.96158 eV. The net charge is 0. The largest force on an atom comes out at 3.9 eV/Å. The calculation puts the energy above the lowest of the compared OMol25 structures with the same formula, charge and spin at 89.81 kcal per mole. For the LUMO energy, the calculation gives 0.4 eV.

Geometry (Å):
C 0.759 2.113 0.158
C 1.059 -1.596 0.524
C 0.555 -0.340 -0.195
O 1.325 -0.216 -1.361
N 0.520 0.779 0.674
H 0.973 0.514 -1.898
H 1.814 2.195 -0.129
H 0.156 2.338 -0.726
H 0.580 2.851 0.942
H 2.129 -1.499 0.730
H 0.524 -1.786 1.454
H 0.940 -2.463 -0.130
C -1.059 -0.487 -0.611
N -1.777 -1.480 0.029
O -1.164 0.808 1.028
O -1.337 -0.159 -1.763
H -1.569 1.578 0.592
H -2.698 -1.638 -0.357
H -1.731 -1.512 1.038

Cartesian forces, eV/Å:
C 0.374 -0.116 -0.295
C 0.160 0.087 -0.367
C -2.149 -1.858 -1.100
O -0.136 0.804 0.575
N -2.660 2.050 2.028
H -0.189 -0.460 0.016
H -0.144 -0.187 0.074
H -0.094 0.117 -0.099
H -0.075 -0.213 -0.045
H -0.140 0.157 0.096
H 0.053 0.183 -0.044
H -0.112 0.151 0.035
C 1.876 -2.627 -2.220
N 0.003 0.269 0.087
O 2.770 0.586 0.126
O -0.149 0.804 1.370
H 0.536 0.099 -0.032
H 0.100 0.086 -0.001
H -0.024 0.069 -0.205

Here are the natural (NBO) charges for atoms 1 to 4, given in e: -0.46 -0.62 0.28 -0.69


[4]
One molecule with the formula C4H10N2O3 in a non-equilibrium geometry. Source: OMol25; level of theory: ωB97M-V with the def2-TZVPD basis set.

The HOMO-LUMO gap is 9.050 eV. As for the spin multiplicity: 1. As for the HOMO energy: -8.276 eV. The total energy comes out at -13430.32107 eV. The net charge is 0. The largest force on an atom comes out at 2.3 eV/Å. The calculation puts the energy above the lowest of the compared OMol25 structures with the same formula, charge and spin at 81.52 kcal per mole. For the LUMO energy, the calculation gives 0.8 eV. As for the SMILES: C=C(O)N(O)[C@@](C)(N)O.

Geometry (Å):
C -0.138 0.869 2.141
C 0.438 -0.194 1.562
O 1.023 -1.136 2.321
N 0.823 -0.269 0.133
O 1.504 -1.512 -0.125
C -0.299 -0.073 -0.781
C -0.342 1.392 -1.210
N -0.148 -0.925 -1.915
O -1.505 -0.471 -0.018
H -0.687 1.624 1.614
H -0.077 0.953 3.210
H 1.562 -1.701 1.743
H 1.732 -1.433 -1.066
H -0.228 2.050 -0.356
H 0.483 1.578 -1.894
H -1.289 1.595 -1.706
H -0.685 -0.585 -2.701
H -0.456 -1.865 -1.687
H -1.712 0.101 0.735

Cartesian forces, eV/Å:
C -0.191 -0.469 -0.127
C 2.055 0.489 -0.795
O -0.007 -0.089 -0.225
N 0.304 0.007 1.160
O -0.419 0.070 0.441
C -1.658 0.048 1.267
C -0.103 -0.359 -0.010
N -0.159 -0.002 0.069
O -0.100 -0.100 -1.855
H 0.183 0.230 -0.197
H -0.193 -0.188 0.195
H -0.107 0.038 0.073
H -0.037 0.111 0.237
H -0.009 0.031 0.027
H 0.048 0.040 -0.025
H -0.042 0.034 -0.030
H -0.043 0.035 0.091
H 0.001 0.072 0.005
H 0.476 0.001 -0.301

Here are the natural (NBO) charges for atoms 1 to 4, given in e: -0.63 0.50 -0.67 -0.21


What did the first record say?
A 2-piece molecular cluster, C4H10N2O3 overall in a non-equilibrium geometry. Source: OMol25; level of theory: ωB97M-V with the def2-TZVPD basis set.

The HOMO-LUMO gap (alpha / beta) is 7.757 / 9.105 eV. As for the spin multiplicity: 1. As for the HOMO energy (alpha / beta): -8.210 / -8.851 eV. The total energy comes out at -13425.43198 eV. The net charge is 0. The largest force on an atom comes out at 4.0 eV/Å. The calculation puts the energy above the lowest of the compared OMol25 structures with the same formula, charge and spin at 194.27 kcal per mole. For the LUMO energy (alpha / beta), the calculation gives -0.5 / 0.3 eV.

Geometry (Å):
C 1.708 0.191 0.055
C 2.848 -0.781 0.390
C -0.657 2.501 -0.129
C -2.335 -1.749 -0.447
N 0.594 -0.455 0.352
N -1.460 0.372 -0.091
O 1.876 1.284 -0.491
O -1.489 1.548 0.578
O -2.167 -0.626 0.458
H 3.395 -0.863 -0.616
H 2.590 -1.792 0.902
H 3.478 -0.208 1.013
H 0.260 1.990 -0.060
H -0.791 3.298 0.565
H -1.059 2.718 -1.225
H -2.880 -2.318 0.278
H -1.380 -2.338 -0.571
H -2.962 -1.346 -1.200
H 0.429 -1.427 0.239

Cartesian forces, eV/Å:
C 0.458 -1.909 -1.131
C 0.700 -0.775 -1.573
C -2.460 -0.366 -1.362
C 1.105 0.279 2.384
N -3.128 2.477 0.161
N 1.795 0.000 -1.608
O 0.347 -0.907 1.067
O -1.889 -2.878 0.151
O 0.592 1.998 1.431
H -0.587 -0.427 1.532
H 0.329 1.918 -1.163
H 1.075 0.359 0.938
H 1.582 0.569 -0.726
H 0.393 1.123 -0.091
H 0.936 -0.497 2.425
H -0.839 -0.937 -0.265
H -0.958 1.139 -0.799
H 0.006 -0.517 -1.458
H 0.542 -0.648 0.089

Here are the natural (NBO) charges for atoms 1 to 4, given in e: 0.64 -0.70 -0.27 -0.26